Below is C17H18N4O2SSr as an isolated structure, with properties calculated with ωB97M-V/def2-TZVPD.

ΔE to the lowest compared entry with this formula, charge and spin = 1.2589 eV
Kohn-Sham gap = 5.92 eV
total energy = -39649.5572 eV

Last column: natural (NBO) charge in e.
Atoms and positions in Å:
Sr: -0.88553 -0.32033 -1.22468  1.792
N: 0.11298 -0.80638 3.09581  -0.827
C: -0.09391 -2.05470 2.37262  -0.323
C: -0.63861 -1.74254 0.99696  0.759
O: -1.61178 -0.93369 0.91075  -0.836
O: -0.10608 -2.22696 -0.03639  -0.812
H: 0.47572 -0.99107 4.02201  0.357
H: -0.76967 -0.31904 3.19427  0.369
H: -0.81461 -2.73625 2.84860  0.184
H: 0.84901 -2.58682 2.26471  0.210
C: -1.77014 2.19604 -0.97349  -0.966
C: -1.14481 3.27035 -1.67040  0.007
C: -1.54544 3.67419 -2.97183  -0.279
C: -0.94904 4.72096 -3.63461  -0.144
C: 0.10586 5.43423 -3.05283  -0.288
C: 0.53490 5.05183 -1.77646  -0.165
C: -0.06472 4.00710 -1.11312  -0.242
C: 0.72820 6.51698 -3.74080  0.304
N: 1.23122 7.39199 -4.29671  -0.376
H: -2.82180 2.03886 -1.22406  0.200
H: -1.62000 2.20081 0.10764  0.209
H: -2.37802 3.16383 -3.44382  0.200
H: -1.30656 5.00772 -4.61643  0.215
H: 1.33022 5.61084 -1.29571  0.210
H: 0.26162 3.75492 -0.10931  0.197
N: 2.96496 2.61284 -1.32669  -0.779
C: 2.46362 1.56758 -1.99404  0.360
S: 2.06307 0.13473 -1.16532  -0.416
N: 2.31911 1.66003 -3.31718  -0.582
C: 2.60462 2.78366 -4.14880  0.097
C: 1.67184 3.14222 -5.11176  -0.218
C: 1.93090 4.21284 -5.94999  -0.184
C: 3.10817 4.93529 -5.81852  -0.190
C: 4.04052 4.56242 -4.86380  -0.206
C: 3.80232 3.47528 -4.03325  -0.210
H: 2.89564 2.56785 -0.32359  0.423
H: 2.96316 3.52670 -1.75805  0.417
H: 1.90345 0.85068 -3.75304  0.417
H: 0.73259 2.60710 -5.17581  0.222
H: 1.19419 4.50628 -6.68516  0.224
H: 3.28383 5.79635 -6.44722  0.229
H: 4.96631 5.11338 -4.76442  0.222
H: 4.55012 3.15871 -3.31795  0.220

Below is a 7-piece molecular cluster, C12H36BrO12 overall, with properties calculated with ωB97M-V/def2-TZVPD.

ΔE to the lowest compared entry with this formula, charge and spin = 0.0000 eV
Kohn-Sham gap = 9.03 eV
total energy = -107640.5097 eV
net charge = -1

Last column: natural (NBO) charge in e.
Atoms and positions in Å:
Br: -0.88320 -0.38720 -0.19128  -0.909
C: -0.80672 -0.51706 3.33662  -0.105
C: -0.52010 -0.13557 4.76106  -0.090
O: -1.74187 -0.07406 5.52423  -0.731
O: -0.98341 -1.93440 3.26939  -0.752
H: -0.05862 -0.18825 2.60781  0.188
H: -1.71746 -0.01632 2.99116  0.183
H: -0.09079 0.86614 4.80134  0.180
H: 0.16051 -0.81969 5.27319  0.167
H: -2.07022 -0.97944 5.55638  0.464
H: -1.23803 -2.13030 2.35731  0.488
C: -3.91442 2.28083 -0.58957  -0.096
C: -2.64022 3.01292 -0.93809  -0.079
O: -1.64973 2.90214 0.06326  -0.748
O: -4.58786 2.88505 0.50611  -0.721
H: -3.60287 1.25083 -0.37306  0.186
H: -4.57648 2.30115 -1.46880  0.140
H: -2.81585 4.07822 -1.11069  0.170
H: -2.24215 2.58515 -1.86781  0.166
H: -1.30621 1.99272 0.03664  0.491
H: -5.35493 2.34635 0.71197  0.462
C: -1.48561 -4.16694 -1.19764  -0.087
C: -0.67512 -4.68477 -0.02284  -0.087
O: 0.17116 -5.81087 -0.28418  -0.718
O: -2.47612 -3.27827 -0.71634  -0.746
H: -1.98898 -5.01007 -1.69659  0.140
H: -0.86746 -3.69858 -1.96955  0.177
H: -1.37868 -4.91195 0.78619  0.157
H: -0.00977 -3.90840 0.36313  0.186
H: -0.26730 -6.32479 -0.97271  0.452
H: -2.14246 -2.37948 -0.87650  0.504
C: 3.10267 3.70116 0.30108  -0.077
C: 1.69683 3.15553 0.18693  -0.088
O: 1.78213 1.82120 -0.29800  -0.729
O: 3.73895 3.84939 -0.95535  -0.710
H: 3.70502 3.09540 0.97120  0.186
H: 2.98687 4.69889 0.75336  0.140
H: 1.08012 3.74662 -0.50667  0.159
H: 1.13969 3.18492 1.13323  0.163
H: 0.89760 1.42409 -0.28677  0.485
H: 3.42762 4.66899 -1.34359  0.456
C: 2.69358 -1.34123 1.70069  -0.083
C: 4.17563 -1.60504 1.93638  -0.071
O: 4.99826 -0.75563 1.11845  -0.721
O: 2.43199 -1.31216 0.32061  -0.719
H: 2.43580 -0.41541 2.22331  0.158
H: 2.20084 -2.22043 2.13572  0.161
H: 4.41973 -2.64132 1.68256  0.153
H: 4.44540 -1.39155 2.97659  0.152
H: 5.80665 -1.21635 0.89526  0.460
H: 1.46877 -1.20416 0.24207  0.494
C: -1.10605 0.59811 -4.65904  -0.099
C: 0.34007 0.17213 -4.68243  -0.080
O: 0.89252 0.00460 -3.38265  -0.710
O: -1.20050 1.97393 -4.24735  -0.720
H: -1.66370 -0.01199 -3.93800  0.172
H: -1.54010 0.47800 -5.65934  0.157
H: 0.95623 0.90202 -5.21479  0.173
H: 0.41721 -0.78110 -5.21885  0.156
H: 0.16852 0.14135 -2.75649  0.486
H: -2.13736 2.13491 -4.09827  0.461

Below is C24H12Br2Cl3N6O2STl as an isolated structure, with properties calculated with ωB97M-V/def2-TZVPD.

ΔE to the lowest compared entry with this formula, charge and spin = 0.0000 eV
Kohn-Sham gap = 5.96 eV
total energy = -231285.4587 eV
net charge = +2

Last column: Mulliken charge in e.
Atoms and positions in Å:
Tl: 1.08992 -0.85293 -0.48919  1.946
Br: -0.36798 1.35228 -7.10179  -0.067
C: -0.00791 0.71097 -5.37478  -0.220
C: 0.36838 -0.60774 -5.15497  -0.704
C: 0.57927 -1.00884 -3.85055  -0.484
N: 0.43950 -0.18183 -2.81757  -0.029
C: 0.12532 1.10222 -3.00837  0.760
C: -0.11954 1.57529 -4.29030  -0.755
C: 0.03404 1.98657 -1.81860  0.835
C: -0.33612 3.32000 -1.91931  -0.960
C: -0.40820 4.09738 -0.76837  -0.274
Br: -0.90551 5.90223 -0.89832  -0.063
C: -0.10482 3.52212 0.45958  -0.842
C: 0.25812 2.19164 0.47315  -0.198
N: 0.32050 1.44732 -0.63020  0.260
H: 0.48991 -1.29993 -5.97470  0.470
H: 0.86306 -2.02844 -3.62693  0.527
H: -0.39557 2.60144 -4.46719  0.549
H: -0.56970 3.77952 -2.86551  0.538
H: -0.14697 4.09649 1.37242  0.482
H: 0.51292 1.69852 1.40319  0.476
S: -4.01198 -2.29232 5.48932  0.259
N: -2.43697 -1.98792 5.50512  -0.637
C: -2.03586 -1.81093 4.25881  0.729
C: -0.70206 -1.51166 3.81953  0.440
C: 0.37660 -1.33534 4.69707  -0.355
C: 1.62701 -1.05152 4.19972  -1.010
C: 1.78552 -0.96257 2.81595  -0.405
N: 0.76055 -1.11941 2.00028  -0.295
C: -0.47202 -1.38569 2.43673  -0.184
C: -1.55981 -1.53258 1.47396  -0.126
N: -1.29892 -1.42068 0.16856  -0.347
C: -2.25822 -1.52780 -0.73389  -0.136
C: -3.58586 -1.74899 -0.37526  -1.019
C: -3.89437 -1.88457 0.95865  -0.298
C: -2.87353 -1.78587 1.91260  0.351
C: -3.10219 -1.93809 3.32166  0.700
N: -4.25705 -2.20363 3.90689  -0.642
H: 0.19705 -1.43298 5.75944  0.575
H: 2.48124 -0.91189 4.84526  0.494
H: 2.74660 -0.75509 2.36710  0.688
H: -1.97594 -1.43872 -1.77510  0.470
H: -4.34291 -1.82611 -1.14141  0.460
H: -4.90495 -2.07110 1.29683  0.578
Cl: 5.26474 1.27360 -2.55041  -0.095
C: 5.13699 0.62832 -0.93278  0.789
Cl: 6.23583 -0.71891 -0.67030  -0.080
Cl: 5.36115 1.89568 0.26075  -0.101
C: 3.66854 -0.03269 -0.71215  0.027
O: 3.04449 -0.38280 -1.71832  -0.554
O: 3.30774 -0.13203 0.46369  -0.523

Below is C29H51CrNO2SSi2 as an isolated structure, with properties calculated with ωB97M-V/def2-TZVPD.

ΔE to the lowest compared entry with this formula, charge and spin = 0.2178 eV
Kohn-Sham gap (spin up / spin down) = 6.82 / 7.84 eV
total energy = -91490.7112 eV
spin multiplicity = 4
net charge = +1
expectation value of S² = 4.132

Last column: Löwdin spin population.
Atoms and positions in Å:
O: 0.22994 -0.70172 -2.32090  0.000
O: 1.41398 -5.00299 -0.40616  0.000
C: -0.69866 -1.22490 -3.29793  0.000
C: -0.58012 -0.53923 -4.64051  0.000
H: -1.69239 -1.04782 -2.86776  0.000
H: -0.57179 -2.31834 -3.39095  0.000
H: -0.84405 0.51793 -4.57160  0.000
H: -1.28475 -1.00353 -5.33154  0.000
H: 0.41160 -0.63624 -5.08187  0.000
C: 1.56493 -1.17712 -2.22798  0.000
C: 1.95079 -2.41136 -3.00833  0.000
H: 1.70457 -1.35236 -1.15458  0.000
H: 2.21616 -0.33851 -2.52849  0.000
H: 1.56109 -3.32650 -2.56301  0.000
H: 3.04146 -2.50635 -2.95943  0.000
H: 1.67713 -2.37351 -4.05885  0.000
C: 1.90766 -4.18389 0.64516  0.000
C: 0.06469 -5.41494 -0.21142  0.000
C: 3.40058 -3.98361 0.45255  0.000
H: 1.73673 -4.70067 1.60369  0.000
H: 1.39556 -3.19947 0.69725  0.000
H: 3.90978 -4.93827 0.27819  0.000
H: 3.84020 -3.53313 1.34576  0.000
H: 3.59939 -3.32341 -0.39890  0.000
C: -0.20593 -6.66585 -1.02252  0.000
H: -0.64521 -4.61802 -0.51546  0.000
H: -0.10340 -5.63651 0.85653  0.000
H: 0.02150 -6.51441 -2.07938  0.000
H: -1.25244 -6.94974 -0.91685  0.000
H: 0.40137 -7.49746 -0.65711  0.000
H: -1.08527 -0.35654 0.39160  0.007
Cr: 0.08575 1.40587 0.08344  3.357
C: -1.80998 -1.06476 0.02135  0.021
Si: -2.82936 -1.00059 1.54196  0.002
H: -2.26936 -0.74637 -0.92238  0.000
H: -1.32236 -2.01410 -0.22968  0.001
C: -4.19638 -2.07782 0.89981  0.001
C: -3.42276 0.69161 2.06915  0.001
C: -1.73233 -1.76666 2.84336  0.000
C: 0.81806 2.29745 -1.56017  -0.271
Si: 2.52552 2.60450 -0.86918  -0.011
H: 0.16848 3.18399 -1.72464  -0.008
H: 0.67825 1.62635 -2.42905  -0.015
C: 3.55438 2.76524 -2.43159  -0.012
C: 3.33377 1.28667 0.19611  0.004
C: 2.47888 4.18889 0.12210  0.005
H: -0.95670 -2.43435 2.43453  0.000
H: -2.44335 -2.35753 3.43460  0.000
H: -1.25654 -1.01045 3.48171  0.000
H: -4.63063 -1.59847 0.00787  0.000
H: -4.90619 -2.11852 1.73113  0.000
H: -3.77112 -3.06351 0.65260  0.000
H: -3.64974 1.37765 1.23564  0.000
H: -2.74394 1.19901 2.77276  0.000
H: -4.36101 0.46606 2.60261  0.000
H: 3.49946 0.35586 -0.36172  0.000
H: 2.76993 1.02295 1.09984  0.001
H: 4.31224 1.66043 0.53345  0.001
H: 3.43101 4.34468 0.64723  0.000
H: 1.67695 4.19501 0.87234  0.001
H: 2.30416 5.03670 -0.55401  0.000
H: 4.48208 3.31715 -2.23976  -0.002
H: 2.97172 3.29683 -3.19419  -0.001
H: 3.80552 1.77679 -2.83712  0.000
S: -1.35180 4.59864 2.71770  0.009
C: -2.23129 4.81771 1.18881  0.000
C: -3.01335 5.88430 0.78962  0.001
C: -3.61096 5.85439 -0.47909  0.000
C: -3.41547 4.74609 -1.33222  0.001
C: -2.60278 3.67922 -0.93855  0.001
C: -1.98715 3.74317 0.31480  0.003
N: -1.05422 2.82955 0.84250  -0.011
C: -0.72895 3.11131 2.12575  0.024
C: 0.09043 2.15924 2.83472  0.001
C: 0.45442 2.29988 4.19117  -0.004
C: 1.16830 1.27665 4.80469  0.012
C: 1.50930 0.12719 4.08119  -0.006
C: 1.16386 0.00156 2.71658  -0.008
C: 0.49935 1.03658 2.08300  -0.108
H: -3.13466 6.72657 1.47271  0.000
H: -4.22552 6.68433 -0.80841  0.000
H: -3.89485 4.73615 -2.31183  0.000
H: -2.43088 2.80382 -1.58340  0.001
H: 0.16991 3.21350 4.71683  -0.001
H: 1.46225 1.36866 5.85394  0.001
H: 2.06590 -0.67768 4.56775  -0.001
H: 1.41867 -0.90892 2.16240  -0.002

Below is one molecule with the formula C11H20NO4P, with properties calculated with ωB97M-V/def2-TZVPD.

ΔE to the lowest compared entry with this formula, charge and spin = 2.7172 eV
Kohn-Sham gap = 10.69 eV
total energy = -30698.8216 eV
SMILES = CCOP(=O)(OCC)ON=C(C1CC1)C1CC1

Last column: natural (NBO) charge in e.
Atoms and positions in Å:
O: 0.67500 -1.12379 1.43713  -1.129
N: -0.69499 0.83583 -0.73945  -0.173
O: -0.30793 -0.51270 -0.94933  -0.667
O: -1.86892 -1.28381 1.04582  -0.791
O: -0.02349 -3.01149 -0.07771  -0.795
C: 0.25329 1.76673 -0.69874  0.309
C: -3.38614 -1.03738 2.81419  -0.620
C: 1.67673 -4.40062 -1.06553  -0.625
C: -1.94107 -1.13396 2.45671  -0.056
C: 1.33277 -3.42144 0.05334  -0.055
C: -1.45323 3.78342 -0.87274  -0.404
C: -1.15871 3.61211 0.60588  -0.400
C: 2.48465 2.10011 -2.09609  -0.414
C: 2.15068 0.60679 -2.14538  -0.405
C: -0.08405 3.25487 -0.42970  -0.289
C: 1.69823 1.45751 -0.95542  -0.314
P: -0.34141 -1.48347 0.39752  2.527
H: -3.50060 -0.94489 3.91570  0.212
H: -3.86559 -0.17256 2.36876  0.212
H: -3.92203 -1.91432 2.52740  0.211
H: 1.03369 -5.27373 -0.94549  0.208
H: 2.72481 -4.70767 -1.04408  0.216
H: 1.45214 -3.98231 -2.04928  0.212
H: -1.46197 -1.95318 2.99262  0.182
H: -1.45410 -0.22533 2.76891  0.186
H: 2.01578 -2.61015 -0.04439  0.191
H: 1.52522 -3.91517 1.01036  0.185
H: -2.11726 3.04367 -1.34582  0.234
H: -1.56377 4.78095 -1.29095  0.218
H: -1.67061 2.78121 1.14037  0.237
H: -0.94770 4.54396 1.13586  0.219
H: 1.96074 2.76816 -2.80726  0.221
H: 3.48679 2.41417 -1.84187  0.219
H: 2.86483 -0.18222 -1.83836  0.220
H: 1.41011 0.22856 -2.85583  0.231
H: 0.78318 3.92672 -0.54647  0.236
H: 2.23492 1.38546 -0.03069  0.247

Repeat the third record exactly.
Below is C24H12Br2Cl3N6O2STl as an isolated structure, with properties calculated with ωB97M-V/def2-TZVPD.

ΔE to the lowest compared entry with this formula, charge and spin = 0.0000 eV
Kohn-Sham gap = 5.96 eV
total energy = -231285.4587 eV
net charge = +2

Last column: Mulliken charge in e.
Atoms and positions in Å:
Tl: 1.08992 -0.85293 -0.48919  1.946
Br: -0.36798 1.35228 -7.10179  -0.067
C: -0.00791 0.71097 -5.37478  -0.220
C: 0.36838 -0.60774 -5.15497  -0.704
C: 0.57927 -1.00884 -3.85055  -0.484
N: 0.43950 -0.18183 -2.81757  -0.029
C: 0.12532 1.10222 -3.00837  0.760
C: -0.11954 1.57529 -4.29030  -0.755
C: 0.03404 1.98657 -1.81860  0.835
C: -0.33612 3.32000 -1.91931  -0.960
C: -0.40820 4.09738 -0.76837  -0.274
Br: -0.90551 5.90223 -0.89832  -0.063
C: -0.10482 3.52212 0.45958  -0.842
C: 0.25812 2.19164 0.47315  -0.198
N: 0.32050 1.44732 -0.63020  0.260
H: 0.48991 -1.29993 -5.97470  0.470
H: 0.86306 -2.02844 -3.62693  0.527
H: -0.39557 2.60144 -4.46719  0.549
H: -0.56970 3.77952 -2.86551  0.538
H: -0.14697 4.09649 1.37242  0.482
H: 0.51292 1.69852 1.40319  0.476
S: -4.01198 -2.29232 5.48932  0.259
N: -2.43697 -1.98792 5.50512  -0.637
C: -2.03586 -1.81093 4.25881  0.729
C: -0.70206 -1.51166 3.81953  0.440
C: 0.37660 -1.33534 4.69707  -0.355
C: 1.62701 -1.05152 4.19972  -1.010
C: 1.78552 -0.96257 2.81595  -0.405
N: 0.76055 -1.11941 2.00028  -0.295
C: -0.47202 -1.38569 2.43673  -0.184
C: -1.55981 -1.53258 1.47396  -0.126
N: -1.29892 -1.42068 0.16856  -0.347
C: -2.25822 -1.52780 -0.73389  -0.136
C: -3.58586 -1.74899 -0.37526  -1.019
C: -3.89437 -1.88457 0.95865  -0.298
C: -2.87353 -1.78587 1.91260  0.351
C: -3.10219 -1.93809 3.32166  0.700
N: -4.25705 -2.20363 3.90689  -0.642
H: 0.19705 -1.43298 5.75944  0.575
H: 2.48124 -0.91189 4.84526  0.494
H: 2.74660 -0.75509 2.36710  0.688
H: -1.97594 -1.43872 -1.77510  0.470
H: -4.34291 -1.82611 -1.14141  0.460
H: -4.90495 -2.07110 1.29683  0.578
Cl: 5.26474 1.27360 -2.55041  -0.095
C: 5.13699 0.62832 -0.93278  0.789
Cl: 6.23583 -0.71891 -0.67030  -0.080
Cl: 5.36115 1.89568 0.26075  -0.101
C: 3.66854 -0.03269 -0.71215  0.027
O: 3.04449 -0.38280 -1.71832  -0.554
O: 3.30774 -0.13203 0.46369  -0.523